{"formula": "C35H79BrClN2O18", "method": "ωB97M-V with the def2-TZVPD basis set", "total_charge": -1, "homo_energy_ev": -4.41, "molar_mass_g_mol": 931.370, "relative_energy_ev": 0.000, "total_energy_ev": -159967.607, "lumo_energy_ha": 0.0520, "orbital_gap_ev": 5.8, "symbols": ["N", "C", "O", "C", "O", "O", "N", "Br", "C", "C", "C", "Cl", "H", "H", "H", "H", "H", "H", "H", "H", "H", "C", "O", "C", "C", "O", "C", "C", "O", "C", "H", "H", "H", "H", "H", "H", "H", "H", "H", "H", "H", "H", "H", "H", "C", "O", "C", "C", "O", "C", "C", "O", "C", "H", "H", "H", "H", "H", "H", "H", "H", "H", "H", "H", "H", "H", "H", "C", "O", "C", "C", "O", "C", "C", "O", "C", "H", "H", "H", "H", "H", "H", "H", "H", "H", "H", "H", "H", "H", "H", "C", "O", "C", "C", "O", "C", "C", "O", "C", "H", "H", "H", "H", "H", "H", "H", "H", "H", "H", "H", "H", "H", "H", "C", "O", "C", "C", "O", "C", "C", "O", "C", "H", "H", "H", "H", "H", "H", "H", "H", "H", "H", "H", "H", "H", "H"], "xyz": [[-1.285, -8.124, -10.005], [-0.256, -8.729, -9.212], [-0.749, -8.786, -7.884], [0.106, -10.147, -9.794], [0.589, -10.950, -8.991], [-0.098, -10.251, -11.024], [0.936, -7.833, -9.140], [2.112, -8.306, -7.746], [1.668, -7.777, -10.417], [2.014, -6.332, -10.771], [0.813, -5.432, -10.975], [-0.021, -5.790, -12.523], [-1.042, -8.053, -10.983], [-1.512, -7.220, -9.608], [-1.618, -9.189, -7.982], [2.609, -8.318, -10.326], [1.085, -8.246, -11.208], [2.604, -6.320, -11.691], [2.633, -5.903, -9.980], [0.089, -5.563, -10.175], [1.091, -4.382, -11.021], [-0.054, -4.412, -1.341], [0.580, -5.555, -1.861], [0.966, -6.538, -0.923], [0.433, -7.922, -1.234], [-0.970, -8.079, -1.160], [-1.788, -7.483, -2.151], [-1.710, -8.093, -3.535], [-0.457, -7.941, -4.154], [0.166, -9.139, -4.596], [0.671, -3.608, -1.174], [-0.785, -4.067, -2.075], [-0.581, -4.622, -0.405], [0.657, -6.251, 0.089], [2.061, -6.611, -0.932], [0.821, -8.572, -0.444], [0.830, -8.295, -2.179], [-1.648, -6.400, -2.191], [-2.811, -7.656, -1.799], [-2.461, -7.581, -4.153], [-1.995, -9.150, -3.478], [-0.151, -9.998, -3.994], [1.244, -9.017, -4.479], [-0.043, -9.325, -5.652], [-4.842, -8.559, 0.580], [-5.799, -9.566, 0.328], [-6.870, -9.207, -0.520], [-7.034, -10.124, -1.715], [-5.977, -10.107, -2.650], [-4.731, -10.680, -2.302], [-4.691, -12.189, -2.189], [-5.483, -12.702, -1.132], [-6.433, -13.679, -1.490], [-5.079, -8.016, 1.501], [-3.869, -9.036, 0.699], [-4.774, -7.847, -0.247], [-6.755, -8.177, -0.875], [-7.802, -9.260, 0.058], [-7.895, -9.740, -2.270], [-7.285, -11.141, -1.403], [-4.308, -10.206, -1.413], [-4.069, -10.426, -3.134], [-3.647, -12.464, -1.998], [-4.984, -12.634, -3.145], [-6.755, -13.573, -2.530], [-7.306, -13.557, -0.846], [-6.033, -14.687, -1.342], [2.533, -1.075, -1.360], [1.844, -0.352, -0.360], [1.284, -1.121, 0.685], [1.710, -0.670, 2.066], [3.081, -0.822, 2.377], [4.040, -0.005, 1.737], [4.050, 1.453, 2.145], [2.878, 2.153, 1.776], [2.199, 2.823, 2.815], [1.873, -1.305, -2.202], [3.352, -0.453, -1.724], [2.954, -2.006, -0.972], [1.525, -2.181, 0.562], [0.192, -1.018, 0.635], [1.197, -1.333, 2.770], [1.361, 0.344, 2.276], [4.000, -0.109, 0.651], [5.002, -0.412, 2.060], [4.901, 1.921, 1.633], [4.225, 1.529, 3.223], [2.385, 2.366, 3.790], [1.128, 2.769, 2.611], [2.493, 3.878, 2.846], [1.562, 7.626, 1.670], [0.913, 8.182, 2.794], [0.208, 7.270, 3.614], [0.616, 7.325, 5.071], [1.942, 6.928, 5.362], [3.025, 7.740, 4.956], [3.189, 9.050, 5.697], [2.128, 9.960, 5.476], [1.483, 10.456, 6.627], [0.933, 7.707, 0.778], [2.481, 8.188, 1.496], [1.827, 6.577, 1.828], [0.326, 6.245, 3.247], [-0.859, 7.521, 3.565], [-0.007, 6.588, 5.585], [0.381, 8.298, 5.509], [3.030, 7.896, 3.876], [3.913, 7.148, 5.195], [4.115, 9.510, 5.329], [3.315, 8.852, 6.766], [1.558, 9.766, 7.472], [0.426, 10.595, 6.391], [1.903, 11.424, 6.916], [1.680, 13.948, 5.287], [0.771, 14.834, 5.907], [0.517, 14.604, 7.276], [0.746, 15.820, 8.150], [2.080, 16.278, 8.240], [2.690, 16.884, 7.118], [2.179, 18.259, 6.743], [0.836, 18.262, 6.299], [-0.041, 19.135, 6.974], [1.150, 13.125, 4.798], [2.231, 14.505, 4.528], [2.402, 13.539, 5.999], [1.124, 13.773, 7.652], [-0.539, 14.325, 7.389], [0.497, 15.508, 9.168], [0.059, 16.628, 7.888], [2.696, 16.218, 6.253], [3.732, 17.024, 7.418], [2.811, 18.620, 5.922], [2.310, 18.940, 7.590], [0.285, 19.327, 8.000], [-1.026, 18.668, 7.008], [-0.130, 20.088, 6.443]], "forces_ev_per_a": [[-0.016, 0.317, 0.172], [-0.213, -0.411, 0.378], [0.050, 0.192, -0.177], [-0.014, 0.251, -0.315], [0.068, -0.286, 0.281], [0.082, -0.009, -0.159], [-0.355, 0.040, -0.163], [0.124, 0.100, 0.033], [0.326, 0.444, 0.175], [-0.054, -0.023, -0.159], [0.098, 0.081, 0.240], [-0.115, -0.037, -0.071], [-0.074, -0.242, -0.059], [0.093, 0.130, -0.135], [0.037, -0.129, 0.057], [-0.068, -0.254, -0.181], [-0.075, -0.097, 0.042], [0.103, -0.028, 0.032], [-0.024, 0.025, 0.102], [-0.043, -0.085, -0.021], [0.057, 0.011, -0.049], [0.078, 0.021, -0.084], [-0.185, -0.108, -0.052], [0.140, 0.071, 0.070], [0.139, -0.189, -0.089], [-0.103, -0.046, 0.222], [-0.168, 0.150, -0.028], [-0.070, 0.007, -0.277], [0.129, -0.015, 0.336], [-0.003, 0.018, -0.161], [-0.032, 0.018, 0.079], [0.029, 0.019, -0.020], [0.008, -0.012, 0.011], [-0.055, 0.038, -0.018], [0.009, -0.014, 0.105], [0.023, -0.023, -0.025], [-0.071, 0.191, -0.068], [0.175, -0.058, -0.096], [0.009, 0.009, -0.002], [-0.114, -0.081, 0.050], [0.057, -0.027, 0.012], [-0.006, 0.009, 0.023], [0.000, 0.034, -0.029], [-0.016, -0.022, 0.018], [-0.021, -0.043, 0.074], [0.081, -0.088, -0.128], [-0.085, 0.077, 0.127], [-0.157, -0.085, -0.002], [-0.036, 0.029, -0.205], [0.251, 0.176, 0.066], [0.111, -0.143, 0.018], [-0.158, 0.172, -0.011], [0.071, -0.027, 0.066], [-0.009, 0.062, -0.034], [-0.005, -0.008, 0.025], [-0.006, 0.005, -0.011], [0.061, 0.005, 0.000], [-0.040, 0.081, -0.043], [-0.023, -0.032, 0.000], [0.165, 0.038, 0.129], [-0.113, -0.155, 0.085], [-0.011, 0.011, -0.010], [0.025, -0.013, -0.113], [-0.069, -0.006, 0.009], [-0.007, 0.006, -0.011], [0.023, -0.015, 0.028], [-0.010, -0.021, -0.070], [-0.088, 0.048, -0.033], [0.216, 0.050, 0.123], [-0.138, -0.037, -0.130], [-0.161, 0.119, 0.112], [0.055, -0.142, 0.154], [0.142, -0.071, -0.156], [0.098, 0.159, -0.021], [-0.124, -0.206, 0.020], [0.020, 0.094, -0.144], [0.005, -0.069, 0.005], [-0.031, 0.026, -0.016], [0.006, -0.010, 0.010], [0.063, 0.005, -0.021], [-0.026, -0.122, 0.057], [-0.010, 0.018, 0.015], [0.086, 0.028, -0.182], [-0.159, 0.130, 0.027], [0.009, -0.009, -0.028], [0.070, -0.015, 0.085], [-0.068, -0.005, 0.023], [0.020, 0.006, 0.010], [0.003, 0.030, -0.021], [0.008, -0.005, 0.132], [-0.058, 0.080, -0.030], [0.193, -0.039, 0.137], [-0.122, 0.007, -0.132], [-0.155, 0.096, 0.142], [0.025, -0.192, 0.103], [0.141, -0.047, -0.164], [0.120, 0.147, 0.019], [-0.151, -0.159, -0.040], [0.032, 0.061, -0.068], [0.002, -0.077, -0.012], [-0.027, 0.040, -0.013], [-0.004, -0.013, 0.003], [0.060, 0.005, -0.034], [-0.040, -0.111, 0.031], [-0.012, 0.019, 0.020], [0.102, 0.059, -0.168], [-0.141, 0.139, 0.054], [0.008, -0.004, -0.026], [0.062, -0.042, 0.082], [-0.070, -0.002, 0.020], [0.011, -0.026, -0.008], [0.011, 0.043, -0.016], [0.005, -0.022, 0.114], [-0.117, 0.017, -0.080], [0.174, 0.174, 0.062], [-0.120, -0.134, -0.047], [-0.169, 0.093, 0.088], [0.103, -0.020, 0.178], [0.159, -0.091, -0.127], [0.033, 0.153, -0.119], [-0.058, -0.186, 0.126], [0.010, 0.022, -0.097], [0.066, -0.070, 0.036], [-0.049, 0.002, -0.033], [0.009, 0.004, 0.018], [0.054, 0.008, -0.037], [0.019, -0.077, 0.081], [-0.026, 0.025, 0.005], [0.071, -0.049, -0.186], [-0.194, 0.071, -0.010], [0.011, -0.019, -0.019], [0.070, 0.056, 0.068], [-0.061, -0.012, 0.036], [0.004, -0.006, 0.014], [-0.002, 0.007, -0.040], [0.023, 0.039, 0.055]]}